Record 1
Entry from the OMol25 dataset: C49H50N5O3S2Tl as an isolated structure (wB97M-V/def2-TZVPD).

E_HOMO = -7.7 eV
LUMO level = -0.5 eV
Net charge = 0
Frontier orbital gap = 7.254 eV

Last column: Mulliken charge in e.
Cartesian coordinates (Å):
Tl 0.333 -0.029 -0.614  1.18
O -0.171 1.943 -0.115  -0.81
C -0.731 2.327 1.134  2.60
C -1.956 1.442 1.478  -0.61
C -1.647 0.192 2.237  0.00
C -2.400 -0.179 3.340  -1.01
C -2.026 -1.298 4.061  -1.12
C -0.863 -1.956 3.705  -0.82
C -0.132 -1.503 2.615  0.49
C 1.216 -2.067 2.317  -2.12
C 1.366 -2.726 0.933  1.73
O 1.442 -1.763 -0.073  -0.18
C 2.723 -3.465 0.925  0.00
C 3.631 -3.193 -0.092  0.01
C 4.865 -3.825 -0.139  -0.80
C 5.220 -4.745 0.834  -0.63
C 4.336 -5.003 1.871  -0.96
C 3.107 -4.362 1.921  -0.36
C 0.201 -3.697 0.676  0.31
C -0.625 -3.548 -0.431  0.25
C -1.729 -4.371 -0.621  -0.84
C -2.019 -5.373 0.289  -0.78
C -1.192 -5.546 1.391  -0.95
C -0.099 -4.717 1.580  -0.07
N -0.566 -0.495 1.850  1.06
C -1.142 3.801 0.946  -0.06
C -2.427 4.302 1.114  -0.33
C -2.689 5.660 0.955  -0.66
C -1.676 6.532 0.596  -0.55
C -0.392 6.037 0.396  -0.84
C -0.132 4.691 0.577  -0.68
C 0.320 2.317 2.255  0.16
C -0.046 2.764 3.523  -0.37
C 0.854 2.741 4.575  -0.76
C 2.150 2.285 4.374  -0.66
C 2.533 1.863 3.112  -0.79
C 1.622 1.879 2.063  0.11
H -2.438 1.175 0.531  -0.86
H -2.693 1.993 2.055  0.73
H -3.260 0.413 3.623  0.53
H -2.606 -1.626 4.914  0.43
H -0.501 -2.801 4.274  0.52
H 1.478 -2.759 3.116  0.72
H 1.946 -1.253 2.335  0.46
H 3.362 -2.440 -0.817  0.22
H 5.555 -3.591 -0.941  0.47
H 6.180 -5.243 0.798  0.39
H 4.606 -5.699 2.655  0.43
H 2.459 -4.578 2.759  0.14
H -0.395 -2.793 -1.171  0.35
H -2.360 -4.225 -1.487  0.52
H -2.879 -6.012 0.145  0.41
H -1.403 -6.326 2.111  0.44
H 0.521 -4.869 2.452  0.18
H -3.253 3.651 1.359  0.22
H -3.695 6.030 1.107  0.43
H -1.881 7.587 0.470  0.40
H 0.410 6.706 0.111  0.42
H 0.871 4.310 0.434  0.38
H -1.052 3.132 3.689  0.38
H 0.547 3.088 5.553  0.44
H 2.859 2.275 5.192  0.40
H 3.545 1.520 2.936  0.51
H 1.952 1.575 1.080  0.45
C -0.643 -4.013 -4.390  -0.99
C 0.576 -3.347 -5.009  -0.95
N 1.420 -2.647 -4.036  0.18
C 2.687 -3.294 -3.722  -0.76
C 2.494 -4.662 -3.081  -0.90
C 1.036 -1.436 -3.610  0.51
S 2.080 -0.456 -2.581  -0.48
N -0.069 -0.964 -4.150  -0.05
C -0.751 0.086 -3.718  -0.49
O -0.969 0.415 -2.531  -0.23
C -1.376 0.907 -4.798  0.10
C -1.944 0.311 -5.918  -0.23
C -2.515 1.098 -6.906  -0.75
C -2.485 2.481 -6.797  -0.56
C -1.888 3.077 -5.695  -0.67
C -1.347 2.289 -4.691  -0.10
H -1.252 -4.471 -5.171  0.46
H -1.255 -3.276 -3.870  0.12
H -0.352 -4.788 -3.682  0.37
H 0.265 -2.625 -5.765  0.52
H 1.211 -4.092 -5.490  0.46
H 3.253 -2.634 -3.072  0.43
H 3.246 -3.390 -4.659  0.34
H 1.801 -4.597 -2.242  0.06
H 3.445 -5.029 -2.698  0.40
H 2.111 -5.395 -3.793  0.44
H -1.946 -0.768 -5.997  0.47
H -2.972 0.632 -7.769  0.42
H -2.919 3.095 -7.577  0.40
H -1.841 4.157 -5.622  0.43
H -0.865 2.726 -3.829  0.54
S -3.917 0.187 -1.307  -0.55
C -3.990 1.779 -1.872  0.12
N -2.983 2.650 -1.748  1.40
C -3.020 4.047 -2.160  0.24
C -4.454 4.534 -2.238  -0.67
C -5.264 3.540 -3.053  -0.76
N -5.132 2.234 -2.436  -0.15
H -2.101 2.279 -1.408  -0.86
H -2.543 4.171 -3.134  0.05
H -2.445 4.627 -1.438  -0.26
H -4.485 5.522 -2.698  0.42
H -4.876 4.612 -1.233  0.27
H -4.908 3.521 -4.090  0.24
H -6.321 3.807 -3.063  0.47
H -5.824 1.522 -2.596  0.27

Record 2
Entry from the OMol25 dataset: C49H51BrIN3NdO2S3SiTe as an isolated structure (wB97M-V/def2-TZVPD).

E_HOMO (spin up / spin down) = -2.9 / -2.9 eV
Spin multiplicity = 4
LUMO level (spin up / spin down) = 1.9 / 1.9 eV
Net charge = -1
Frontier orbital gap (spin up / spin down) = 4.795 / 4.807 eV

Last column: Mulliken spin population.
Cartesian coordinates (Å):
Nd -0.089 0.609 0.064  3.06
C 4.558 0.520 2.753  0.00
C 3.810 -0.612 2.063  0.00
S 2.418 -0.190 1.050  0.00
C 3.144 0.855 -0.214  0.02
C 2.981 2.333 0.172  -0.01
S 1.627 2.456 1.341  0.02
C 2.248 3.495 2.626  0.01
C 3.541 3.081 3.314  0.00
S 3.608 1.415 4.019  0.00
H 4.901 1.265 2.039  0.00
H 5.439 0.069 3.230  0.00
H 3.379 -1.301 2.804  0.00
H 4.502 -1.160 1.415  0.00
H 2.615 0.610 -1.145  -0.01
H 4.179 0.540 -0.357  0.00
H 2.817 2.953 -0.719  0.00
H 3.842 2.717 0.707  0.00
H 1.413 3.500 3.339  0.00
H 2.394 4.512 2.246  0.00
H 3.689 3.781 4.146  0.00
H 4.403 3.165 2.655  0.00
O -1.241 -0.729 -0.818  -0.06
Br -1.576 7.510 -0.296  0.00
C -1.175 5.671 -0.197  0.00
C -0.053 5.167 -0.839  0.00
C 0.195 3.831 -0.753  -0.01
N -0.594 3.051 -0.089  0.00
C -1.558 3.626 0.463  0.01
C -1.989 4.873 0.498  0.01
H 0.588 5.808 -1.425  0.00
H 1.028 3.401 -1.306  0.00
H -2.244 3.180 1.150  -0.02
H -2.876 5.142 1.033  0.00
C -3.171 3.269 4.120  -0.02
C -3.534 2.015 4.339  0.05
C -2.690 0.868 3.877  -0.10
C -1.464 1.231 3.127  0.06
C -1.185 2.553 2.958  -0.02
C -1.987 3.575 3.385  0.06
N -0.911 0.238 2.313  0.00
C -0.652 -0.957 2.958  -0.01
C -0.285 -1.044 4.272  0.01
C -0.012 -2.266 4.862  0.00
C -0.063 -3.438 4.130  0.00
C -0.492 -3.237 2.875  0.00
C -0.839 -2.094 2.265  0.00
H -3.765 4.067 4.541  0.00
H -4.458 1.740 4.848  0.01
H -2.194 0.272 4.819  0.01
H -0.303 2.770 2.369  -0.01
H -1.680 4.605 3.239  0.00
H -0.224 -0.121 4.851  0.00
H 0.254 -2.298 5.911  0.00
H 0.138 -4.426 4.515  0.00
H -0.865 -4.029 2.254  0.00
H -1.901 -2.021 1.788  0.00
C -2.523 2.220 -5.564  0.00
C -2.520 0.983 -4.913  0.00
C -1.502 0.653 -4.046  0.00
C -0.436 1.544 -3.823  0.00
C -0.466 2.769 -4.461  0.00
C -1.484 3.110 -5.332  0.00
Si 0.931 1.092 -2.602  0.01
C 1.729 -0.471 -3.347  0.00
C 2.256 -0.515 -4.628  0.00
C 2.801 -1.654 -5.138  0.00
C 2.827 -2.822 -4.376  0.00
C 2.327 -2.795 -3.120  0.00
C 1.818 -1.606 -2.643  0.00
H -3.325 2.472 -6.256  0.00
H -3.331 0.284 -5.083  0.00
H -1.513 -0.280 -3.479  0.00
H 0.357 3.458 -4.301  0.00
H -1.486 4.082 -5.829  0.00
H 2.063 2.185 -2.993  0.00
H 2.233 0.401 -5.210  0.00
H 3.231 -1.670 -6.135  0.00
H 3.258 -3.731 -4.786  0.00
H 2.219 -3.740 -2.592  0.00
H 1.425 -1.528 -1.642  0.00
N -4.185 2.172 -0.505  0.00
C -3.128 1.638 -0.068  -0.03
O -2.179 1.324 -0.756  -0.01
C -3.055 1.603 1.277  0.00
I -4.156 0.201 2.344  -0.04
H -4.352 2.070 -1.494  0.00
H -4.966 2.126 0.119  0.00
H -3.542 2.273 2.014  0.00
H -1.983 1.117 0.993  0.01
Te 0.590 -2.423 0.213  0.00
C 1.034 -4.487 0.361  0.01
C 0.396 -5.423 1.167  0.00
C 0.710 -6.705 1.291  0.00
C 1.657 -7.209 0.491  0.00
C 2.309 -6.385 -0.405  0.00
C 2.017 -5.041 -0.449  0.00
C -0.921 -2.866 -1.221  -0.01
C -0.655 -2.882 -2.567  0.00
C -1.577 -3.132 -3.518  0.00
C -2.853 -3.437 -3.127  0.00
C -3.157 -3.460 -1.773  0.00
C -2.205 -3.205 -0.825  0.00
H -0.752 -5.650 1.486  0.00
H 0.126 -7.295 1.978  0.00
H 1.879 -8.267 0.521  0.00
H 3.058 -6.799 -1.066  0.00
H 2.633 -4.381 -1.055  0.00
H 0.293 -2.733 -3.052  0.00
H -1.288 -3.103 -4.561  0.00
H -3.611 -3.648 -3.865  0.00
H -4.161 -3.678 -1.444  0.00
H -2.505 -3.174 0.209  0.00

Total energy (hartree)
-3365.61357; -7397.04612